Run one
This record from the OMol25 dataset describes a single C3H3NO4 molecule. The level of theory is the ωB97M-V functional and the def2-TZVPD basis.

Last column: natural (NBO) charge in e.
Cartesian coordinates (Å):
O  2.807  -0.333  -0.128  -0.50
O  -1.616  1.169  -0.032  -0.68
O  0.724  -1.266  0.015  -0.37
H  1.445  2.142  -0.203  0.27
N  -0.378  -0.617  0.321  0.06
C  -0.280  0.754  0.020  0.51
H  -2.146  0.209  -0.440  0.52
C  1.032  1.132  0.043  -0.50
O  -1.548  -1.331  -0.271  -0.58
H  -1.755  -1.747  0.673  0.52
C  1.714  -0.113  0.003  0.74

Summary:
Structure (SMILES): O=c1cc(O)n(O)o1
HOMO (Ha): -0.346



Run two
This record from the OMol25 dataset describes 2 unconnected molecules or ions with the total composition C3H3NO4. The level of theory is the ωB97M-V functional and the def2-TZVPD basis.

Last column: natural (NBO) charge in e.
Cartesian coordinates (Å):
C  1.826  -0.281  0.030  0.32
O  1.201  1.701  -0.349  -0.48
N  -0.517  0.292  0.160  -0.21
H  2.700  0.319  0.052  0.17
O  -1.291  1.523  0.347  -0.50
C  -1.241  -0.910  -0.003  0.54
H  -2.351  1.221  -0.383  0.50
O  1.956  -1.561  0.046  -0.47
O  -2.363  -1.022  -0.349  -0.51
C  0.769  0.565  -0.169  0.49
H  -0.690  -1.846  0.617  0.17

Summary:
HOMO (Ha): -0.398



Relative energies with respect to the most stable structure, expressed in kJ/mol: run one 0.0; run two 28.2.



Run one
This record from the OMol25 dataset describes a molecular structure, C3H3NO4. The level of theory is the ωB97M-V functional and the def2-TZVPD basis.

Last column: natural (NBO) charge in e.
Cartesian coordinates (Å):
O  0.188  -1.121  -1.822  -0.49
O  0.041  -2.087  1.258  -0.53
C  -0.151  1.351  0.974  -0.19
H  0.246  2.385  1.459  0.28
C  0.257  -0.869  0.716  0.86
O  -0.864  1.765  -1.362  -0.55
H  -1.547  1.148  1.257  0.24
N  0.219  -0.248  -0.559  -0.22
C  -0.237  1.047  -0.565  0.61
H  -0.317  -0.571  -2.449  0.49
O  0.745  0.143  1.537  -0.49

Summary:
HOMO (Ha): -0.406



Run two
This record from the OMol25 dataset describes 2 unconnected molecules or ions with the total composition C3H3NO4. The level of theory is the ωB97M-V functional and the def2-TZVPD basis.

Last column: natural (NBO) charge in e.
Cartesian coordinates (Å):
O  -1.500  0.588  0.184  -0.50
C  0.591  -0.158  -0.584  0.48
H  -1.553  0.916  -1.486  0.51
H  1.387  -1.028  1.849  0.21
C  0.430  -0.488  1.809  0.33
N  0.195  -0.138  -1.848  -0.30
O  -0.266  -0.323  2.818  -0.47
O  -0.517  0.975  -2.299  -0.58
H  0.867  -0.179  -2.697  0.41
O  1.518  -0.732  -0.034  -0.55
C  -0.344  0.179  0.428  0.47

Summary:
HOMO (Ha): -0.365



Relative energies with respect to the most stable structure, expressed in kJ/mol: run one 0.0; run two 92.0.



Run one
This record from the OMol25 dataset describes a single C4H9NOS molecule. The level of theory is the ωB97M-V functional and the def2-TZVPD basis.

Last column: natural (NBO) charge in e.
Cartesian coordinates (Å):
H  1.067  0.732  -0.885  0.36
H  -0.222  -1.863  1.200  0.12
H  0.895  2.327  1.439  0.19
H  -2.429  0.248  -0.821  0.23
C  -0.443  0.110  0.191  -0.18
H  2.325  1.892  0.516  0.21
H  -0.714  -2.461  -1.610  0.13
H  -0.964  0.305  1.127  0.20
H  -1.097  0.125  -1.903  0.23
C  1.384  1.509  0.891  -0.43
O  1.328  -1.449  0.015  -0.53
C  0.270  -1.252  0.429  0.44
H  1.475  0.775  1.694  0.18
C  -1.443  -0.203  -0.932  -0.50
N  0.440  1.185  -0.218  -0.60
S  -1.870  -1.980  -1.131  -0.05

Summary:
Structure (SMILES): CN[C@H](C=O)CS
HOMO (Ha): -0.335



Run two
This record from the OMol25 dataset describes a single C4H9NOS molecule. The level of theory is the ωB97M-V functional and the def2-TZVPD basis.

Last column: natural (NBO) charge in e.
Cartesian coordinates (Å):
O  -3.521  0.350  -0.649  -0.60
H  -0.237  1.701  0.932  0.19
H  -1.823  1.966  -1.342  0.40
H  1.950  -2.715  0.039  0.13
H  0.986  -0.199  1.717  0.22
H  0.174  2.509  -0.487  0.22
H  0.896  -0.058  -1.327  0.22
C  -2.380  0.375  -0.257  0.53
H  -1.916  -0.324  0.449  0.10
C  0.914  0.449  -0.372  -0.43
H  0.045  -1.211  0.629  0.22
N  -1.464  1.287  -0.688  -0.63
S  2.468  -1.618  0.596  -0.04
C  0.957  -0.617  0.716  -0.51
C  -0.119  1.535  -0.133  -0.22
H  1.884  0.955  -0.316  0.21

Summary:
Structure (SMILES): O=CNCCCS
HOMO (Ha): -0.344



Relative energies with respect to the most stable structure, expressed in kJ/mol: run one 122.3; run two 0.0.



Run one
This record from the OMol25 dataset describes a single C4H9NOS molecule. The level of theory is the ωB97M-V functional and the def2-TZVPD basis.

Last column: natural (NBO) charge in e.
Cartesian coordinates (Å):
N  0.346  -0.447  2.848  -0.88
C  0.579  -0.862  1.547  0.68
H  -1.715  1.135  0.075  0.22
C  -0.565  -0.606  0.577  -0.49
H  -1.463  -0.966  1.085  0.22
O  1.615  -1.387  1.212  -0.58
H  -0.307  -1.220  -0.277  0.22
H  -0.694  -0.741  -2.212  0.11
C  -0.661  0.902  0.173  -0.41
H  1.176  0.827  -0.919  0.22
H  -0.462  -0.698  3.397  0.40
H  0.286  2.273  -1.256  0.23
S  -0.549  0.534  -2.587  -0.05
H  -0.267  1.376  1.077  0.22
C  0.162  1.209  -1.048  -0.52
H  1.177  -0.268  3.394  0.40

Summary:
Structure (SMILES): NC(=O)CCCS
HOMO (Ha): -0.335



Run two
This record from the OMol25 dataset describes a single C4H9NOS molecule. The level of theory is the ωB97M-V functional and the def2-TZVPD basis.

Last column: natural (NBO) charge in e.
Cartesian coordinates (Å):
O  0.299  0.852  2.883  -0.49
H  -1.024  2.495  1.189  0.38
H  -1.201  -0.453  0.555  0.23
H  0.613  0.292  -2.643  0.22
C  -0.598  0.453  0.636  -0.17
H  -1.016  -0.173  -1.987  0.21
H  1.107  -1.801  -0.475  0.12
C  0.348  0.708  -0.583  -0.43
N  -1.414  1.614  0.920  -0.86
C  0.391  0.284  1.850  0.46
H  1.388  0.800  -0.275  0.21
C  0.055  -0.128  -1.812  -0.49
H  -2.206  1.651  0.312  0.37
H  1.311  -0.243  1.488  0.08
S  0.461  -1.915  -1.690  -0.07
H  0.101  1.709  -0.975  0.23

Summary:
Structure (SMILES): N[C@H](C=O)CCS
HOMO (Ha): -0.334



Relative energies with respect to the most stable structure, expressed in kJ/mol: run one 0.0; run two 132.1.



Run one
This record from the OMol25 dataset describes 2 unconnected molecules or ions with the total composition C4H9NOS. The level of theory is the ωB97M-V functional and the def2-TZVPD basis.

Last column: natural (NBO) charge in e.
Cartesian coordinates (Å):
C  0.532  1.045  0.838  -0.51
S  -0.423  0.669  2.408  -0.05
H  1.294  0.762  -1.586  0.35
H  -1.227  0.606  -0.322  0.21
C  -0.153  0.273  -0.302  -0.17
H  1.526  0.691  0.972  0.23
H  0.407  0.128  -3.659  0.21
H  -1.230  0.135  -2.908  0.18
C  -0.044  -1.216  -0.030  0.40
O  0.619  -1.973  -0.697  -0.52
H  -1.895  0.169  1.331  0.12
C  -0.177  -0.154  -2.792  -0.42
N  0.267  0.661  -1.644  -0.63
H  -0.115  -1.225  -2.564  0.20
H  -0.309  -1.529  1.003  0.14
H  0.388  2.115  0.676  0.24

Summary:
HOMO (Ha): -0.323



Run two
This record from the OMol25 dataset describes a single C4H9NOS molecule. The level of theory is the ωB97M-V functional and the def2-TZVPD basis.

Last column: natural (NBO) charge in e.
Cartesian coordinates (Å):
H  0.471  -1.136  0.834  0.41
H  2.901  -0.502  -0.657  0.09
N  1.106  -0.508  0.353  -0.63
O  2.424  -2.338  0.067  -0.60
C  0.845  0.882  0.053  -0.23
H  -0.141  0.212  -1.701  0.22
H  -2.295  1.157  -1.458  0.22
C  2.195  -1.167  -0.117  0.53
H  -3.392  0.191  0.473  0.14
S  -2.073  0.090  0.671  -0.08
H  1.804  1.309  -0.276  0.21
H  0.611  1.404  0.988  0.21
C  -0.160  1.101  -1.082  -0.43
H  0.149  1.969  -1.658  0.22
H  -1.728  2.301  -0.186  0.21
C  -1.610  1.309  -0.622  -0.49

Summary:
Structure (SMILES): O=CNCCCS
HOMO (Ha): -0.346



Relative energies with respect to the most stable structure, expressed in kJ/mol: run one 316.9; run two 0.0.



Run one
This record from the OMol25 dataset describes a single C4H9NOS molecule. The level of theory is the ωB97M-V functional and the def2-TZVPD basis.

Last column: natural (NBO) charge in e.
Cartesian coordinates (Å):
C  1.245  0.306  0.610  -0.38
H  0.564  1.325  -1.259  0.17
N  -2.026  -0.350  -0.120  -0.85
H  -0.330  -0.815  -1.429  0.18
C  0.328  -0.953  0.701  -0.42
H  -2.532  -0.056  -0.971  0.37
H  0.838  -1.914  0.516  0.21
H  -2.322  -1.320  0.029  0.37
H  1.402  0.804  1.590  0.24
O  -0.615  1.969  0.289  -0.70
H  2.467  -0.177  -1.395  0.11
S  2.868  0.157  -0.141  -0.01
H  -1.281  1.515  0.715  0.48
C  -0.575  -0.406  -0.432  -0.08
C  0.172  0.961  -0.291  0.10
H  -0.202  -1.046  1.589  0.22

Summary:
Structure (SMILES): N[C@@H]1C[C@@H](S)[C@@H]1O
HOMO (Ha): -0.331



Run two
This record from the OMol25 dataset describes a molecular structure, C4H9NOS. The level of theory is the ωB97M-V functional and the def2-TZVPD basis.

Last column: natural (NBO) charge in e.
Cartesian coordinates (Å):
C  1.382  -0.505  0.630  -0.13
H  -1.446  -1.446  0.139  0.36
C  -1.100  0.883  -1.210  -0.54
H  0.747  -1.226  1.131  0.23
H  1.477  1.339  -0.413  0.26
S  0.139  -0.262  -1.814  0.17
H  -1.059  1.445  0.885  0.20
H  -2.389  0.955  -1.623  0.22
C  0.691  0.453  -0.195  -0.34
H  1.694  -0.032  1.640  0.18
O  2.630  -0.991  0.123  -0.70
H  -0.815  2.090  -1.292  0.22
C  -0.751  0.589  0.182  -0.11
N  -1.280  -0.683  0.922  -0.86
H  2.254  -1.956  -0.440  0.45
H  -2.175  -0.654  1.335  0.37

Summary:
HOMO (Ha): -0.328



Run three
This record from the OMol25 dataset describes a single C4H9NOS molecule. The level of theory is the ωB97M-V functional and the def2-TZVPD basis.

Last column: natural (NBO) charge in e.
Cartesian coordinates (Å):
C  1.867  -0.419  0.512  0.43
H  0.610  1.290  0.943  0.23
H  -2.365  -0.258  -0.433  0.20
H  -2.499  -0.133  1.347  0.19
H  -1.837  1.249  0.530  0.21
H  1.740  -1.239  1.179  0.13
H  0.622  -0.046  -1.785  0.21
N  -0.533  -0.382  0.585  -0.54
H  1.677  1.347  -1.503  0.24
C  0.649  0.400  0.271  -0.17
H  -1.391  -2.478  0.504  0.14
C  0.766  0.890  -1.167  -0.63
H  -0.029  1.629  -1.236  0.21
C  -1.796  0.164  0.483  -0.43
O  2.959  -0.118  0.117  -0.51
S  -0.441  -1.895  -0.347  0.10

Summary:
Structure (SMILES): C[C@H](C=O)N(C)S
HOMO (Ha): -0.320



Relative energies with respect to the most stable structure, expressed in kJ/mol: run one 0.0; run two 316.7; run three 98.8.



Run one
This record from the OMol25 dataset describes a single C4H9NOS molecule. The level of theory is the ωB97M-V functional and the def2-TZVPD basis.

Last column: natural (NBO) charge in e.
Cartesian coordinates (Å):
H  0.170  0.846  1.157  0.23
C  0.711  -0.619  -0.274  -0.42
C  -1.191  0.995  -0.424  0.44
H  0.589  -0.744  -1.357  0.20
O  -2.144  1.233  0.267  -0.52
H  -1.793  -0.722  1.374  0.14
N  1.113  1.760  -0.520  -0.83
H  0.963  2.706  -0.206  0.38
H  1.174  1.729  -1.527  0.36
C  0.232  0.775  0.073  -0.17
H  -0.497  -2.429  -0.203  0.22
S  -0.871  -1.487  1.978  -0.05
H  -1.304  0.860  -1.521  0.09
C  0.112  -1.835  0.469  -0.51
H  1.797  -0.641  -0.127  0.23
H  0.939  -2.429  0.841  0.23

Summary:
Structure (SMILES): N[C@@H](C=O)CCS
HOMO (Ha): -0.331



Run two
This record from the OMol25 dataset describes a single C4H9NOS molecule. The level of theory is the ωB97M-V functional and the def2-TZVPD basis.

Last column: natural (NBO) charge in e.
Cartesian coordinates (Å):
H  -1.833  0.589  0.638  0.39
C  0.578  -1.045  0.595  -0.49
H  0.909  0.746  -0.773  0.25
H  2.932  -0.418  0.191  0.13
H  0.068  -1.495  -1.875  0.22
H  -1.486  2.415  1.544  0.10
H  -1.487  -1.256  -1.223  0.21
C  -0.633  -0.716  -1.503  -0.61
C  -0.600  2.040  0.991  0.54
N  -0.988  0.891  0.226  -0.64
H  -0.869  -0.074  -2.488  0.22
H  0.580  -2.113  0.243  0.22
O  0.491  2.600  1.102  -0.58
S  2.364  -0.888  1.363  -0.08
C  0.037  0.070  -0.409  -0.09
H  -0.064  -1.348  1.377  0.22

Summary:
Structure (SMILES): C[C@H](CS)NC=O
HOMO (Ha): -0.330



Relative energies with respect to the most stable structure, expressed in kJ/mol: run one 0.0; run two 55.2.